a | Below is 2 unconnected molecules or ions with the total composition C5H10O, with properties calculated with the ωB97M-V functional and the def2-TZVPD basis.

Cartesian coordinates (Å):
C -0.5464 -0.6820 0.1024
H 0.2859 2.4584 -2.6225
C -0.3945 1.7306 -0.7949
C -1.3131 0.5493 -0.0852
O 2.5790 -1.9132 1.1883
H 0.6583 1.7477 -0.3778
H 0.1515 -2.1178 1.6205
H 3.4429 -2.0387 1.6351
H -1.7867 2.2657 -2.2715
H -2.0417 0.2771 -0.9093
C -0.6071 -1.4036 1.2846
H 0.2136 -1.0178 -0.6582
H 2.7462 -1.0914 0.6748
H -1.1688 -0.9648 2.0516
C -0.6840 2.2620 -2.0744
H -1.8632 1.0489 0.7567

Output
SMILES string = C=CCC=C.O
LUMO energy = 0.726 eV
total charge = 0
multiplicity = 1

Atom charges from the Mulliken analysis, given in e for atoms 1 to 4: -0.25, 0.23, -0.34, -0.28

b | Below is C5H10O in the gas phase, with properties calculated with the ωB97M-V functional and the def2-TZVPD basis.

Cartesian coordinates (Å):
C 1.2755 -0.9680 1.0608
H -0.5801 0.0487 -1.1344
H -0.4811 2.2682 -0.4736
H 2.7484 0.6025 0.4747
H -2.0418 -0.1107 1.5581
C 0.5196 0.2961 0.7399
H 0.9316 -1.9063 0.6267
H 1.9175 -0.2349 -0.9281
C -0.7542 0.3797 -0.0918
O -1.1754 1.7357 -0.0631
H -2.8164 -0.2216 -0.0414
H -1.6952 -1.5010 0.4955
C 1.8787 0.0480 0.1252
C -1.8958 -0.4227 0.5166
H 0.4127 1.0500 1.5080
H 1.7348 -1.0645 2.0452

Output
SMILES string = C[C@@H](O)C1CC1
LUMO energy = 1.065 eV
total charge = 0
multiplicity = 1

Atom charges from the Mulliken analysis, given in e for atoms 1 to 4: -0.56, 0.20, 0.33, 0.26

Each structure's energy above the most stable one, in hartree: a 0.0824; b 0.0000.

a | Below is C5H10O in the gas phase, with properties calculated with the ωB97M-V functional and the def2-TZVPD basis.

Cartesian coordinates (Å):
C 0.6180 0.8442 0.7995
H -1.7119 -1.2719 -1.2842
H -1.0318 -0.3970 -2.6758
C 1.6086 -0.2931 1.1413
O 0.5576 1.1149 -0.6129
C -0.7712 0.5975 -0.7567
C -0.8821 -0.6363 -1.6245
C -0.8898 0.2437 0.7088
H -1.9042 0.4514 1.0918
H 1.0809 -1.1228 1.6200
H 2.4254 0.0001 1.8104
H 2.0574 -0.6694 0.2159
H 0.0429 -1.2063 -1.4914
H -1.4367 1.4084 -1.0879
H -0.7600 -0.8295 0.8659
H 0.9969 1.7660 1.2798

Output
SMILES string = C[C@@H]1C[C@H](C)O1
LUMO energy = 1.177 eV
total charge = 0
multiplicity = 1

Atom charges from the Mulliken analysis, given in e for atoms 1 to 4: 0.37, 0.32, 0.35, -1.35

b | Below is 2 unconnected molecules or ions with the total composition C5H10O, with properties calculated with the ωB97M-V functional and the def2-TZVPD basis.

Cartesian coordinates (Å):
C -0.5981 -0.5553 -0.6880
H 1.1561 1.6410 0.9477
C 0.4012 1.2230 0.2831
H -2.1615 0.7536 0.8695
C -0.1876 -0.0991 0.6824
H -0.2381 1.9689 -0.1973
C 2.1015 -0.6811 -0.6421
H -1.3254 0.0409 -1.2445
H -0.1094 -0.6412 1.6138
H 2.8056 -0.3864 0.1446
H -3.3471 -0.1839 0.8696
H 1.9995 -1.7725 -0.6173
H 2.5366 -0.4049 -1.6090
O -3.1286 0.7552 0.8766
C 0.7732 -0.0279 -0.4394
H -0.6780 -1.6301 -0.8496

Output
SMILES string = C[C@]12C[C@@H]1C2.O
LUMO energy = 0.949 eV
total charge = 0
multiplicity = 1

Atom charges from the Mulliken analysis, given in e for atoms 1 to 4: -0.40, 0.27, -0.38, 0.39

Each structure's energy above the most stable one, in hartree: a 0.0000; b 0.0147.

a | Below is 2 unconnected molecules or ions with the total composition C5H10O, with properties calculated with the ωB97M-V functional and the def2-TZVPD basis.

Cartesian coordinates (Å):
H -1.0779 1.2555 3.1842
H 2.4691 0.0649 -1.1575
H -1.3120 1.0057 -1.4262
H -0.6398 -0.9270 0.8747
C 0.8566 0.5255 0.3112
H 2.4073 -1.0130 0.2564
O 0.9953 1.5884 0.8574
H -2.3483 -0.3300 -0.8910
C -1.5855 0.3853 -0.5650
C 1.8032 -0.4140 -0.4338
H -0.5957 1.4416 2.6468
C 0.5461 -1.1450 -0.9735
H 0.3438 -0.9124 -2.0236
C -0.3675 -0.3353 -0.0100
H 0.5317 -2.2294 -0.8444
H -2.0265 1.0392 0.1940

Output
SMILES string = C[C@H]1CCC1=O.[H][H]
LUMO energy = 0.977 eV
total charge = 0
multiplicity = 1

Atom charges from the Mulliken analysis, given in e for atoms 1 to 4: 0.24, 0.29, 0.34, 0.32

b | Below is a molecular structure, C5H10O, with properties calculated with the ωB97M-V functional and the def2-TZVPD basis.

Cartesian coordinates (Å):
C 1.1650 0.0791 0.6526
H -0.8089 0.1239 1.8868
H 1.3100 0.6993 -1.3713
H -2.4761 -1.8263 0.4678
C -1.0632 0.4379 -0.3379
C -0.3314 -1.0414 -0.0567
H 2.8082 0.8405 -0.4822
C 1.7301 1.0037 -0.4072
O 1.0794 -1.1921 -0.0323
H -2.7373 -1.2505 0.0811
H -0.8099 -1.9025 -0.4783
H 1.7451 0.0665 1.5788
C -0.3526 0.0869 0.9061
H -0.7051 1.0913 -1.1186
H -2.1306 0.6368 -0.1436
H 1.5062 2.0563 -0.2375

Output
LUMO energy = 1.141 eV
total charge = 0
multiplicity = 1

Atom charges from the Mulliken analysis, given in e for atoms 1 to 4: 0.39, 0.31, 0.34, 0.05

Each structure's energy above the most stable one, in hartree: a 0.0000; b 0.1113.

a | Below is 2 unconnected molecules or ions with the total composition C4H15N2O, with properties calculated with the ωB97M-V functional and the def2-TZVPD basis.

Cartesian coordinates (Å):
H 2.2497 1.0690 1.6473
H -1.6382 -2.0776 -1.2105
H 2.8396 -0.8041 0.0493
H 1.6813 0.2809 -1.8092
H -0.1754 1.4521 0.3020
H -2.1141 -0.3576 -1.7603
N -0.6225 -0.4827 -0.3223
C -1.3398 -1.0821 -1.5147
H -3.3478 0.4408 0.7320
C 1.7989 0.0776 1.5758
H -3.0005 0.3569 2.2205
C 1.5154 0.5475 -0.7586
H 0.1959 -1.0714 -0.0724
H -0.6613 -1.0787 -2.3649
H -1.3371 -0.4373 0.4193
C 0.0302 0.8875 -0.6009
N 1.9037 -0.4544 0.2040
O -2.6203 0.5266 1.3561
H -0.4668 1.2049 -1.5096
H 0.7495 0.1560 1.8753
H 2.2434 -0.6204 2.2797
H 2.1163 1.4665 -0.7379

Output
LUMO energy = -2.819 eV
total charge = +1
multiplicity = 1

Atom charges from the Mulliken analysis, given in e for atoms 1 to 4: 0.32, 0.37, 0.30, 0.43

b | Below is 2 unconnected molecules or ions with the total composition C4H15N2O, with properties calculated with the ωB97M-V functional and the def2-TZVPD basis.

Cartesian coordinates (Å):
N -1.2921 0.9074 0.2262
C 1.0680 0.0892 -0.0958
H 1.9484 0.7159 -0.0549
O -0.9388 -2.5663 -1.1484
C -0.1213 0.9596 -0.6466
H 0.7798 2.8185 -0.0150
C 0.3928 2.3544 -0.9302
C 0.9512 -0.4462 1.3295
H -1.7897 -2.8368 -1.5262
H 1.3113 -0.7398 -0.7484
H 1.2590 2.2756 -1.5793
H -0.2639 -2.1573 0.7678
H -0.3259 2.9990 -1.3871
H -1.4276 1.7330 0.8316
N -0.1851 -1.4006 1.4617
H -0.9709 -0.7042 1.1684
H -0.3896 0.5142 -1.5924
H -0.3211 -2.9941 -1.7503
H -2.1660 0.9964 -0.3248
H 1.8565 -0.9650 1.5490
H 0.8423 0.2917 2.1189
H -0.2171 -1.8446 2.3463

Output
LUMO energy = -2.831 eV
total charge = +1
multiplicity = 1

Atom charges from the Mulliken analysis, given in e for atoms 1 to 4: -0.71, -0.80, 0.45, -0.63

Each structure's energy above the most stable one, in hartree: a 0.0208; b 0.0000.

a | Below is 2 unconnected molecules or ions with the total composition C4H15N2O, with properties calculated with the ωB97M-V functional and the def2-TZVPD basis.

Cartesian coordinates (Å):
H 1.4081 0.7442 -0.8603
C -1.4417 0.6662 2.1736
H -0.6806 -1.6413 1.5333
H 2.4225 -0.4902 -1.0061
H 0.8593 -1.4103 -2.4147
H 0.4955 -0.5762 0.4593
C -0.4341 -1.7931 -0.6272
H -2.5353 -0.3345 0.5365
O 2.3552 2.6463 -0.7959
H 0.1256 -2.6775 -0.4579
H 2.6208 3.5527 -0.8869
H -0.4160 0.6699 2.4655
C -1.5192 0.0400 0.8061
H -2.0271 0.2526 2.9558
H -0.2746 -0.1001 -1.9892
H -1.1890 0.8041 0.0945
N 1.4439 -0.2404 -0.7125
N -0.4934 -1.0554 0.7235
H 2.1440 2.3364 -1.6880
C 0.3350 -0.8717 -1.5840
H -1.8470 1.8201 2.1037
H -1.3517 -2.3417 -0.8294

Output
LUMO energy = -2.732 eV
total charge = +1
multiplicity = 1

Atom charges from the Mulliken analysis, given in e for atoms 1 to 4: 0.11, -1.23, 0.31, 0.28

b | Below is 3 unconnected molecules or ions with the total composition C4H15N2O, with properties calculated with the ωB97M-V functional and the def2-TZVPD basis.

Cartesian coordinates (Å):
H -1.4038 2.4491 0.0828
H -2.4944 0.2378 2.3762
H -1.9940 0.4121 0.7806
H -0.9360 -0.8090 -0.9671
H 1.8485 -0.9785 1.7242
C -0.3361 -0.7579 -1.8874
N 0.7941 0.6962 1.6134
H 0.2502 1.2786 0.9708
H 0.2712 -1.2558 1.0410
H 0.4818 1.0803 -1.1091
H 1.6115 1.0756 2.0770
C 1.1227 -0.5651 1.0185
O -1.1025 1.5473 -0.1496
C 1.6883 -0.5843 -0.4327
H -0.2730 -1.6804 -2.4537
N -2.3712 -0.2352 1.4806
H 1.5680 0.3237 -2.3415
H 1.9923 -1.6043 -0.6722
H -0.9648 -0.0811 -2.4796
H -3.2488 -0.6775 1.2368
C 0.8737 0.1329 -1.5135
H 2.6223 -0.0045 -0.3956

Output
LUMO energy = -9.608 eV
total charge = +1
multiplicity = 1

Atom charges from the Mulliken analysis, given in e for atoms 1 to 4: 0.24, 0.28, 0.25, 0.19

Each structure's energy above the most stable one, in hartree: a 0.0000; b 0.2289.

a | Below is 2 unconnected molecules or ions with the total composition C4H15N2O, with properties calculated with the ωB97M-V functional and the def2-TZVPD basis.

Cartesian coordinates (Å):
C -1.4208 -2.2733 -1.7536
C -1.2956 -1.1686 -0.7225
H -0.7872 -3.1133 -1.4745
N 0.1458 -0.6684 -0.7159
H -1.1491 -1.9337 -2.7486
H 1.9543 0.8623 1.6725
N 2.4060 2.4109 0.3793
H -0.8476 -2.2748 1.0746
H -1.8657 -0.2924 -1.0117
C -1.6300 -1.6193 0.6903
C 1.5550 1.8170 1.3428
H -0.2171 2.2962 0.5681
H -2.5608 -2.1813 0.6893
H 0.5077 -0.5202 -1.6571
H 0.7443 -1.3535 -0.2556
H -1.7372 -0.7764 1.3715
H -2.4400 -2.6394 -1.7835
H 2.5130 1.8804 -0.4763
H 0.2071 0.2382 -0.1613
O 0.1887 1.4884 0.9102
H 2.1409 3.3601 0.1423
H 1.4808 2.4922 2.1899

Output
LUMO energy = -3.135 eV
total charge = +1
multiplicity = 1

Atom charges from the Mulliken analysis, given in e for atoms 1 to 4: -1.41, 0.35, 0.38, -0.30

b | Below is 2 unconnected molecules or ions with the total composition C4H15N2O, with properties calculated with the ωB97M-V functional and the def2-TZVPD basis.

Cartesian coordinates (Å):
H -0.5813 -3.0081 -0.8080
C -0.9563 -1.9910 -0.6998
H -1.2930 1.6583 -0.9511
H 0.7203 2.5654 0.7753
H 1.1720 0.4756 0.4580
H 1.2156 -0.0066 2.7837
O 1.3970 -0.3536 1.8606
H -2.3455 -2.2333 0.8838
C -0.1926 1.5012 -0.7864
C 0.2686 2.8363 -0.1897
N 0.2623 0.2072 -0.0667
C 0.3726 -1.0607 -0.9688
H 0.1858 -0.6640 -2.0533
H -0.4794 0.0256 0.7005
H -0.5524 3.5395 -0.0745
H 0.2283 1.4273 -1.7937
H 0.9878 3.1797 -0.9290
N -1.4835 -1.8121 0.6690
H 1.3884 -1.4092 -0.7238
H -0.8296 -2.2462 1.2752
H 2.2169 -0.7953 2.0724
H -1.7021 -1.8360 -1.4337

Output
LUMO energy = -3.011 eV
total charge = +1
multiplicity = 1

Atom charges from the Mulliken analysis, given in e for atoms 1 to 4: 0.33, -0.48, 0.31, 0.21

Each structure's energy above the most stable one, in hartree: a 0.0000; b 0.0607.

a | Below is 2 unconnected molecules or ions with the total composition C4H15N2O, with properties calculated with the ωB97M-V functional and the def2-TZVPD basis.

Cartesian coordinates (Å):
H 1.9646 0.5033 -1.1290
H 1.1632 3.1721 0.6279
H -1.6763 -2.9637 1.6918
H -1.7334 -1.0095 -1.5705
N -0.8506 1.2526 0.5284
C 0.9001 0.5371 -0.9054
C 0.6077 0.9502 0.5018
C 0.3075 -0.8156 -1.2679
H -1.4503 -4.0924 0.6211
H 0.8516 -1.6698 -0.8893
H -1.1095 1.9475 -0.1487
H -1.1706 1.5283 1.4336
H 1.4544 2.2636 2.0059
H -1.1738 -1.9592 -0.4100
C 1.4592 2.1624 0.9254
H 2.4655 1.9809 0.5659
H 0.3511 -1.0073 -2.3391
N -1.1340 -0.9799 -0.7372
H 0.7943 0.2629 1.3339
H -1.3498 -0.1158 -0.1683
O -1.1473 -3.2286 0.9065
H 0.4763 1.2808 -1.5767

Output
LUMO energy = -2.845 eV
total charge = +1
multiplicity = 1

Atom charges from the Mulliken analysis, given in e for atoms 1 to 4: 0.37, 0.35, 0.33, 0.39

b | Below is 2 unconnected molecules or ions with the total composition C4H15N2O, with properties calculated with the ωB97M-V functional and the def2-TZVPD basis.

Cartesian coordinates (Å):
H -1.3454 -1.3550 0.6607
H 1.2098 2.7694 -0.0171
C 0.6620 -0.6255 -0.1077
H -2.2097 -0.9118 -1.3804
H -1.3932 -2.1328 -2.0908
N -1.3026 -1.3623 -1.4355
H 2.1378 1.5603 -0.7634
H 0.9137 0.9167 1.2878
H 0.8626 -0.6412 -1.1869
H -0.5442 0.9658 0.5127
N 0.4760 0.8383 0.3875
C 1.6987 -1.0703 1.0223
H 2.7348 -1.1050 0.5407
H 1.3603 -2.1141 1.2923
H -2.9907 1.0194 0.8191
H 1.7928 -0.4107 1.8871
H -2.4468 2.3444 0.2316
O -2.1958 1.4095 0.4411
C 1.0419 1.8425 -0.5584
C -0.6406 -1.4775 -0.1468
H 0.4808 2.0594 -1.4897
H -0.3023 -2.5195 0.0938

Output
LUMO energy = -2.904 eV
total charge = +1
multiplicity = 1

Atom charges from the Mulliken analysis, given in e for atoms 1 to 4: 0.37, 0.39, 0.19, 0.21

Each structure's energy above the most stable one, in hartree: a 0.0000; b 0.0438.

a | Below is C4H12N2 in the gas phase, with properties calculated with the ωB97M-V functional and the def2-TZVPD basis.

Cartesian coordinates (Å):
H 0.2697 -1.7289 -1.0139
N 0.6516 -0.2713 0.4244
C -1.6292 -0.7272 0.7977
H 1.9604 -1.5508 -0.5348
C 1.0449 -1.0066 -0.7636
C 1.6292 0.7272 0.7977
H 2.5443 0.2187 1.0994
H 1.2327 -0.3634 -1.6368
H 1.8742 1.4284 -0.0145
C -1.0449 1.0066 -0.7636
H -1.8742 -1.4284 -0.0145
H -2.5443 -0.2187 1.0994
H -1.9604 1.5508 -0.5348
H -1.2364 -1.2882 1.6420
H -1.2327 0.3634 -1.6368
H 1.2364 1.2882 1.6420
N -0.6516 0.2713 0.4244
H -0.2697 1.7289 -1.0139

Output
SMILES string = CN(C)N(C)C
LUMO energy = 1.110 eV
total charge = 0
multiplicity = 1

Atom charges from the Mulliken analysis, given in e for atoms 1 to 4: 0.28, -0.04, -0.93, 0.34

b | Below is a molecular structure, C4H12N2, with properties calculated with the ωB97M-V functional and the def2-TZVPD basis.

Cartesian coordinates (Å):
H 3.0149 -1.0928 0.6076
H -3.0993 -0.2244 -0.4981
H -2.2923 -1.4342 -1.2902
H -1.6712 1.8799 -0.6089
H -0.1058 -1.8459 0.3045
C 2.3268 -0.5627 -0.0581
N 1.1726 -0.0727 0.6701
H 2.8610 0.2610 -0.5404
H -1.0920 1.7286 1.0569
C -0.8084 1.6286 0.0063
H -0.0494 0.0382 -1.3317
C -0.2447 -0.8341 0.6618
C -0.3842 0.2223 -0.3184
H 1.3309 0.6376 1.3738
N -2.2012 -0.6974 -0.5905
H -0.0114 2.3423 -0.2210
H -0.7564 -0.7084 1.6075
H 2.0100 -1.2661 -0.8312

Output
LUMO energy = 0.888 eV
total charge = 0
multiplicity = 1

Atom charges from the Mulliken analysis, given in e for atoms 1 to 4: 0.30, 0.07, 0.07, 0.44

Each structure's energy above the most stable one, in hartree: a 0.0000; b 0.1017.